[1]
82
Properties=species:S:1:pos:R:3:lowdin_charge:R:1 method="wB97M-V/def2-TZVPD" fmax_ev_per_a=2.0 homo_ev=-1.501 energy_ha=-1744.23917 total_charge=-1
N -1.46848 6.79716 -1.08428 -0.0262
C -1.62768 5.44485 -1.70603 -0.2989
C -1.45556 4.38491 -0.55737 -0.2951
C -0.10019 3.65539 -0.69547 -0.2864
F 0.93702 4.68691 -0.84129 -0.2780
H -1.70951 7.51094 -1.75812 0.0181
H -0.48291 6.83834 -0.87799 0.0262
H -2.59229 5.36082 -2.22560 0.0803
H -0.83248 5.32713 -2.44670 0.0772
H -2.24474 3.62927 -0.59078 0.0651
H -1.51763 4.92065 0.39309 0.0660
H -0.17272 3.15858 -1.68887 -0.0120
N -1.64556 -0.64047 1.09609 -0.0069
C -1.87817 0.69599 1.29861 -0.1369
C -0.80050 1.21711 1.96310 -0.1102
C 0.11853 0.15771 2.16725 -0.1244
C -0.42696 -0.97581 1.61815 -0.1705
H -2.27016 -1.27191 0.63364 0.1181
H -2.78544 1.15821 0.94942 0.0974
H -0.68218 2.24347 2.25992 0.0835
H 1.07643 0.22116 2.65815 0.0775
H -0.05482 -1.98604 1.55541 0.0849
N -1.81646 7.71430 -5.22806 0.0041
C -0.68758 7.19034 -5.79487 -0.1424
C 0.37070 7.98315 -5.43344 -0.1108
C -0.13938 9.02127 -4.61282 -0.1147
C -1.49221 8.82821 -4.50362 -0.1574
H -2.73856 7.33738 -5.32479 0.1389
H -0.73358 6.30170 -6.40050 0.1027
H 1.39743 7.83071 -5.72064 0.0884
H 0.42197 9.81643 -4.15122 0.0879
H -2.24721 9.38237 -3.97224 0.1022
N 2.94865 7.17030 -0.60519 0.0302
C 2.39701 8.41345 -0.70636 -0.1411
C 3.41716 9.33300 -0.69634 -0.1319
C 4.63230 8.61006 -0.58912 -0.1357
C 4.30727 7.27696 -0.53679 -0.1481
H 2.42859 6.30308 -0.58496 0.1209
H 1.32976 8.53866 -0.77618 0.0984
H 3.30209 10.40288 -0.76007 0.0782
H 5.62964 9.01803 -0.55466 0.0775
H 4.92549 6.39932 -0.45664 0.1019
N 2.92638 -3.33110 2.41300 0.0208
C 2.96442 -4.46175 3.18064 -0.1330
C 3.32062 -5.50806 2.36923 -0.1230
C 3.50838 -4.98413 1.06383 -0.1371
C 3.25805 -3.63658 1.12351 -0.1263
H 2.68753 -2.41431 2.74469 0.1447
H 2.73434 -4.42495 4.23182 0.1064
H 3.43436 -6.53503 2.67596 0.0711
H 3.79445 -5.53322 0.18078 0.0954
H 3.28630 -2.87430 0.36354 0.1156
N 2.47512 -8.75648 4.41493 0.0014
C 2.69519 -10.03713 4.84426 -0.1470
C 1.56726 -10.76826 4.57419 -0.1176
C 0.63436 -9.89554 3.95575 -0.1111
C 1.22400 -8.66152 3.86893 -0.1450
H 3.13022 -8.00266 4.48942 0.1268
H 3.62899 -10.31557 5.30217 0.1013
H 1.42802 -11.81343 4.79525 0.0862
H -0.35575 -10.14368 3.61212 0.0901
H 0.86404 -7.72896 3.46766 0.1057
N 0.82638 -6.70247 -0.16465 0.0162
C -0.39025 -6.64822 -0.78507 -0.1413
C -0.82118 -7.93638 -0.97918 -0.1200
C 0.17336 -8.79836 -0.44930 -0.1182
C 1.17638 -8.00562 0.04730 -0.1511
H 1.38126 -5.90545 0.09967 0.1082
H -0.84235 -5.70344 -1.03472 0.1037
H -1.74751 -8.22623 -1.44692 0.0851
H 0.15570 -9.87548 -0.43186 0.0864
H 2.10448 -8.25587 0.53287 0.1024
N -5.19720 -1.26249 0.64992 -0.0018
C -5.76945 -0.05430 0.36069 -0.1435
C -6.13933 -0.07079 -0.95912 -0.1093
C -5.77964 -1.33840 -1.48448 -0.1142
C -5.20174 -2.05339 -0.46763 -0.1526
H -4.82863 -1.52713 1.54371 0.1401
H -5.86110 0.70942 1.11378 0.1080
H -6.61374 0.73822 -1.48845 0.0897
H -5.92634 -1.68649 -2.49325 0.0875
H -4.79460 -3.05021 -0.44310 0.1014



[2]
81
Properties=species:S:1:pos:R:3:mulliken_spin:R:1 method="wB97M-V/def2-TZVPD" de_lowest_ev=0.000 fmax_ev_per_a=2.7 homo_ev="-13.366 / -13.367" energy_ha=-3160.10543 total_charge=+2 multiplicity=5
Fe -1.10219 -0.82634 -0.46788 3.7822
C -4.01308 -1.73248 0.36518 -0.0219
C -4.15230 -0.37203 -0.33686 0.0570
C -3.78291 -0.59551 -1.81286 -0.0334
C -4.64645 -0.44069 -2.90753 -0.0006
C -4.23270 -0.83888 -4.17620 -0.0021
C -3.04756 -1.53425 -4.29796 0.0024
C -2.26861 -1.60482 -3.17474 0.0258
N -2.58257 -1.14347 -1.95743 0.0253
N -2.65809 -1.94219 0.86029 0.0376
C -2.24178 -3.33098 0.84378 0.0220
C -0.77000 -3.47371 0.99503 0.0014
C -0.23676 -4.40223 1.82113 0.0062
C 1.15812 -4.55189 1.84528 0.0005
C 1.89173 -3.77505 0.95723 -0.0030
C 1.27813 -2.76268 0.24043 -0.0006
N -0.05402 -2.59055 0.28159 0.0221
C -2.48615 -1.45510 2.30328 0.0086
C -1.74365 -0.12023 2.44068 0.0225
C -1.73234 0.53297 3.65508 -0.0009
C -1.14638 1.77878 3.79333 0.0023
C -0.64210 2.34885 2.62764 0.0020
C -0.72335 1.65615 1.46252 0.0282
N -1.20621 0.42847 1.33275 -0.0333
H -4.30985 -2.55392 -0.24806 -0.0036
H -4.66750 -1.71721 1.22974 -0.0012
H -3.47569 0.40744 0.09114 -0.0179
H -5.11073 0.08121 -0.27024 0.0007
H -5.64588 -0.07674 -2.76811 0.0001
H -4.94386 -0.77852 -5.01655 0.0001
H -2.65271 -1.95751 -5.20017 -0.0005
H -1.34470 -2.15928 -3.16314 0.0120
H -2.40302 -3.64636 -0.22309 -0.0070
H -2.85599 -3.97715 1.50291 0.0002
H -0.85525 -5.00778 2.45028 -0.0002
H 1.68340 -5.28909 2.40121 0.0001
H 2.99350 -3.82382 1.00444 0.0000
H 1.89152 -2.06201 -0.36613 0.0051
H -1.98670 -2.21427 2.87580 0.0011
H -3.44630 -1.30711 2.76833 -0.0003
H -2.11112 0.08312 4.54669 0.0008
H -1.16314 2.27425 4.73464 -0.0001
H -0.14107 3.31802 2.58300 -0.0002
H -0.36365 2.03045 0.49266 0.0043
O 0.70607 -0.46836 -1.44521 0.0565
C 0.62012 0.40522 -2.61019 0.0063
C -0.45003 1.46630 -2.51015 0.0082
C -0.33394 2.55645 -3.39048 -0.0007
C -1.18056 3.61519 -3.18590 -0.0005
C -2.22761 3.50668 -2.28098 0.0015
C -2.28444 2.35654 -1.50054 0.0144
N -1.44207 1.35871 -1.62386 -0.0175
H 1.55590 -0.39015 -0.99269 -0.0089
H 0.46454 -0.33349 -3.36283 -0.0001
H 1.56847 0.87474 -2.74423 0.0007
H 0.54725 2.59848 -4.09722 0.0001
H -1.03488 4.46835 -3.79754 -0.0001
H -2.89085 4.29898 -2.07451 -0.0001
H -3.14408 2.22705 -0.83073 -0.0013
C 2.52583 3.02045 -0.43427 0.0002
C 3.84080 2.27808 -0.30450 -0.0002
P 3.47843 0.57953 0.33785 -0.0019
C 5.21103 -0.23863 0.57289 0.0000
C 6.42288 0.63782 0.47551 0.0000
C 2.98694 0.84153 2.12100 0.0005
C 3.91562 1.63924 2.97296 0.0001
H 2.65548 4.10714 -0.44929 0.0000
H 1.85719 2.83030 0.36961 0.0001
H 2.04263 2.74502 -1.32527 -0.0002
H 4.57664 2.79451 0.31728 -0.0001
H 4.24195 2.18427 -1.32810 0.0001
H 5.22876 -1.09222 -0.11796 0.0000
H 5.05007 -0.84847 1.49965 -0.0001
H 6.40472 1.04878 -0.50890 0.0000
H 7.33831 0.11577 0.63185 0.0000
H 6.38858 1.42474 1.24112 0.0000
H 2.84809 -0.16589 2.48711 -0.0002
H 2.01459 1.28015 2.20368 -0.0006
H 4.92244 1.17992 2.96634 0.0000
H 3.61702 1.57020 4.01812 0.0000
H 4.00808 2.65121 2.58125 0.0000



[3]
78
Properties=species:S:1:pos:R:3:lowdin_charge:R:1 method="wB97M-V/def2-TZVPD" fmax_ev_per_a=4.4 homo_ev=-2.279 energy_ha=-2947.40803 total_charge=-1
Lu -1.18024 0.83731 -0.34262 1.5697
N -2.54501 2.61050 -0.50897 -0.1508
N 1.93573 1.98886 -0.36617 0.0216
C -0.84360 -1.59098 -0.70024 -0.3243
C -1.15326 -0.94322 -1.93025 -0.3570
C -2.50651 -0.45913 -1.84214 -0.3685
C -3.19975 0.21430 -2.92901 -0.1314
H -2.92736 -0.23930 -3.89527 0.0575
H -2.77319 1.56667 -2.99890 -0.0538
H -4.27826 0.26600 -2.76820 0.0520
C -2.96918 -0.67770 -0.49180 -0.3717
C -4.32038 -0.36046 0.03274 -0.0655
H -5.03305 -1.15495 -0.22619 0.0803
H -4.71020 0.57772 -0.37611 0.0739
H -4.31770 -0.28263 1.12306 0.0489
C -1.95254 -1.41372 0.19531 -0.3619
C -2.10739 -2.11591 1.49371 -0.0619
H -2.71083 -1.54601 2.21120 0.0599
H -1.13016 -2.32199 1.95009 0.0646
H -2.60571 -3.08806 1.34025 0.0898
C -0.33719 -0.96030 -3.16820 -0.0500
H -0.65149 -1.77643 -3.83385 0.0849
H 0.72322 -1.11453 -2.95042 0.0542
H -0.43292 -0.02197 -3.72114 0.0771
C 0.24857 -2.57797 -0.52700 -0.0231
H 0.40946 -2.82253 0.52772 0.0708
H 1.19276 -2.19204 -0.92708 0.0649
H 0.02597 -3.52062 -1.05780 0.0970
C -3.13815 3.42744 0.41498 -0.2084
H -3.92700 2.98676 1.03502 0.0829
C -2.77510 4.76859 0.54117 -0.1508
H -3.18034 5.38038 1.34845 0.0778
C -1.82619 5.29298 -0.36259 -0.1388
H -1.39928 6.28235 -0.19014 0.0897
C -1.47579 4.55199 -1.46958 -0.0778
H -0.78617 4.93307 -2.22289 0.0932
C -2.10026 3.26197 -1.69182 -0.4449
C -2.39248 2.69289 -2.92430 0.0246
H -2.26356 3.37262 -3.76649 0.0337
C 2.14051 0.76122 0.05500 -0.2889
C 2.74702 2.14625 -1.49445 -0.1665
H 2.75802 3.05631 -2.08362 0.0819
C 3.47772 1.00655 -1.69589 -0.0648
H 4.22635 0.75170 -2.42740 0.0864
N 3.07672 0.11534 -0.67440 0.0160
C 3.50099 -1.19195 -0.34688 -0.1319
C 3.99785 -2.12629 -1.26461 -0.2176
C 4.39094 -3.38611 -0.76699 -0.0301
H 4.82271 -4.09995 -1.46255 0.1012
C 4.20992 -3.74496 0.57547 -0.2899
C 4.72104 -5.05863 1.10593 -0.0753
H 4.11890 -5.39864 1.95855 0.0703
H 5.76069 -4.97609 1.46161 0.0764
H 4.70636 -5.84427 0.34041 0.0687
C 3.56564 -2.84883 1.42820 -0.0170
H 3.36594 -3.11709 2.46309 0.1055
C 3.15376 -1.58678 0.96294 -0.2395
C 2.34473 -0.69574 1.77574 -0.1905
H 1.71101 0.24065 0.97407 -0.0117
H 2.93268 -0.05530 2.44420 0.0659
H 1.54291 -1.19949 2.32143 0.0160
C 4.02191 -1.86447 -2.73433 -0.0605
H 4.81684 -1.16566 -3.01956 0.0692
H 3.06058 -1.48337 -3.10923 0.0737
H 4.21479 -2.81081 -3.24551 0.0718
C -3.01460 1.59439 3.11212 -0.2741
P -1.32618 1.28122 2.44833 0.8037
C -0.49519 2.89211 2.74141 -0.2706
C -0.62683 0.24894 3.79446 -0.2682
H -3.09070 2.63016 3.46929 0.0410
H -3.76432 1.44366 2.32512 0.0008
H -3.24565 0.90308 3.93363 0.0368
H -0.30927 3.41420 1.79234 0.0276
H -1.12790 3.52707 3.37499 0.0377
H 0.46958 2.71056 3.23146 0.0391
H 0.05051 0.84960 4.41609 0.0428
H -1.42934 -0.16031 4.42447 0.0352
H -0.06212 -0.59022 3.37053 0.0010